Record 1
A 4-piece molecular cluster, C15H22BF9O12S2 overall at a distorted geometry. Source: the OMol25 dataset; level of theory: ωB97M-V/def2-TZVPD.

```
61
Properties=species:S:1:pos:R:3:forces:R:3
C 4.340823 3.789176 4.311764 0.954 0.187 0.914
O 3.242989 4.384606 3.620669 -0.514 -1.655 -0.579
B 2.331247 3.441725 3.112042 0.316 -0.130 -0.986
O 2.340745 3.054936 1.762995 0.017 0.308 2.059
C 1.175718 2.792521 4.069764 1.208 0.195 -0.162
S 1.709632 1.449438 5.230348 0.326 0.135 0.261
C -0.100767 2.197424 3.341843 0.548 0.760 0.989
O -1.015574 3.318659 3.258554 0.620 0.857 1.469
S -0.569172 4.580148 4.236212 -1.027 4.290 0.468
O -1.608367 4.977215 5.211837 2.375 -2.503 -1.802
O -0.131528 5.751058 3.461179 -0.436 -2.923 0.499
O 0.808067 3.942945 4.895570 -2.814 -0.731 -0.874
H 4.935596 4.602125 4.776415 -0.406 -0.405 -0.365
H 5.027042 3.212458 3.656334 -0.494 0.327 0.077
H 4.033692 3.110109 5.135495 -0.030 0.408 -0.531
H 3.157424 3.373677 1.367388 0.009 0.220 -0.330
H 2.245972 2.127125 6.305245 -0.367 -0.007 -1.041
H 0.032470 1.838508 2.309677 0.343 0.177 0.566
H -0.435979 1.404349 4.037287 -0.625 0.440 -0.676
C -1.702333 -1.312070 -2.430570 0.064 -0.274 0.190
C -0.737935 -0.214774 -2.026742 -0.381 -0.008 -0.382
O -0.152348 -0.495123 -0.740394 0.270 -0.030 0.557
C 0.850909 -1.368079 -0.741046 -0.774 0.598 -0.765
O 1.282425 -1.919507 -1.705662 0.451 -0.383 0.075
C 1.399733 -1.533089 0.671431 0.416 -0.263 1.075
F 0.426843 -1.694198 1.576255 -0.394 0.015 -0.068
F 2.105216 -0.463268 1.048516 0.038 0.397 -0.225
F 2.203299 -2.585897 0.784804 0.039 -0.220 -0.403
H -2.456978 -1.462681 -1.656220 -0.042 0.119 -0.062
H -2.201393 -1.058205 -3.366094 0.030 0.044 0.035
H -1.185039 -2.263070 -2.562984 0.038 0.076 -0.098
H -1.277972 0.726829 -1.922726 0.140 -0.020 0.306
H 0.035829 -0.064051 -2.773513 0.031 -0.358 0.860
C -1.655187 4.375353 -7.581305 0.321 -0.092 -0.077
C -2.126304 3.605619 -6.364240 -0.441 0.595 -0.265
O -1.369216 2.395555 -6.193274 0.240 -0.459 0.208
C -0.171146 2.538412 -5.629963 -0.957 0.607 -0.262
O 0.299379 3.572747 -5.271922 0.518 -0.011 0.248
C 0.499434 1.178214 -5.470082 0.734 -1.049 -0.204
F 0.415194 0.440170 -6.577493 -0.279 0.123 -0.267
F -0.069694 0.464717 -4.480904 -0.268 0.502 -0.769
F 1.789295 1.281047 -5.179356 0.063 0.454 0.158
H -1.686421 3.741941 -8.469486 -0.139 0.021 0.028
H -2.284411 5.249875 -7.748239 -0.022 -0.052 0.037
H -0.624409 4.710335 -7.462023 -0.071 0.065 0.082
H -3.163365 3.300488 -6.499825 0.136 -0.273 0.044
H -2.082915 4.214091 -5.459956 0.216 -0.114 0.005
C -0.313150 -4.942295 3.342440 -0.277 -0.103 0.151
C -0.109420 -5.548042 1.968626 0.456 0.594 0.212
O -0.787468 -6.809246 1.853895 -0.241 -0.416 -0.177
C -2.096949 -6.741108 1.621255 0.904 0.653 0.111
O -2.720790 -5.731433 1.508498 -0.534 -0.019 -0.109
C -2.679529 -8.143205 1.479071 -0.493 -1.009 0.023
F -2.254368 -8.961166 2.445456 0.227 0.103 0.234
F -2.328388 -8.695611 0.313568 0.239 0.191 -0.260
F -4.006713 -8.138321 1.527591 -0.132 0.380 0.017
H -0.007339 -5.644499 4.120010 0.126 0.029 -0.065
H 0.267365 -4.025059 3.446088 0.017 -0.044 -0.054
H -1.363254 -4.707042 3.519053 0.039 0.077 -0.094
H 0.948713 -5.753496 1.810009 -0.118 -0.271 -0.045
H -0.429231 -4.869059 1.176835 -0.196 -0.128 0.036
```
Forces are in eV/Å.

Output
M (g mol⁻¹): 640.257
Charge: 0
Spin multiplicity: 1
Structure (SMILES): COB(O)[C@]1(S)COS(=O)(=O)O1.CCOC(=O)C(F)(F)F.CCOC(=O)C(F)(F)F.CCOC(=O)C(F)(F)F
LUMO (eV): 0.18

Record 2
C15H22BFeGeN3Se as an isolated structure at a distorted geometry. Source: the OMol25 dataset; level of theory: ωB97M-V/def2-TZVPD.

```
44
Properties=species:S:1:pos:R:3:forces:R:3
Fe 5.707601 9.784373 10.003872 -0.787 0.040 0.493
C 4.894689 9.296863 14.251110 0.818 0.654 0.245
C 6.109391 9.720397 14.848774 0.157 0.591 -2.044
C 7.138786 10.144540 14.019921 0.200 -0.951 1.530
C 7.064293 10.003498 12.624415 -1.434 0.825 -0.556
N 5.815041 9.701850 12.059927 0.641 0.142 0.518
C 4.814188 9.386503 12.880159 0.747 -0.803 -0.606
C 8.084236 10.350928 11.718402 -0.412 -0.737 0.180
C 9.400367 10.641069 12.124918 0.879 0.149 -1.326
C 10.368008 10.868967 11.161314 -0.881 -0.472 0.045
C 10.002202 10.775594 9.784542 1.483 0.705 -0.026
C 8.690471 10.480266 9.502678 0.205 0.450 -0.335
N 7.745774 10.261170 10.391048 0.353 0.224 0.357
H 4.036096 9.050802 14.832347 -0.447 -0.270 0.267
H 6.228539 9.818240 15.890365 0.045 -0.054 1.183
H 8.080803 10.436382 14.498930 -0.374 0.052 -0.302
H 3.962469 9.011013 12.359643 -0.827 0.290 -0.196
H 9.659632 10.608005 13.158789 0.145 0.127 0.512
H 11.379350 11.039377 11.490065 0.297 0.164 -0.121
H 10.711174 11.026022 8.945457 -0.819 -0.426 1.102
H 8.385977 10.485364 8.481204 -0.333 -0.246 -0.643
B 6.698226 9.480496 5.452860 0.687 -0.538 0.479
C 6.324058 9.461635 6.989810 0.165 0.607 -1.997
N 6.069017 9.559560 8.091909 -0.396 -0.065 2.057
H 6.096275 8.538332 4.993966 0.093 -0.184 -0.399
H 6.416821 10.522732 4.912923 -0.076 0.133 0.111
H 7.931843 9.299848 5.507900 -0.382 -0.016 -0.420
C 7.103040 6.476711 12.486635 -0.176 -0.047 0.487
Ge 6.766306 6.589422 10.573470 -0.633 -0.576 -0.268
C 8.430220 6.983379 9.644079 0.341 0.192 -0.466
C 6.051623 4.748846 10.134444 1.662 0.089 1.151
C 5.345103 7.768913 10.123972 -1.424 0.550 -0.616
H 7.726437 5.605965 12.701068 0.087 -0.017 0.035
H 6.151898 6.350678 13.035198 0.364 0.158 -0.208
H 7.608821 7.374182 12.848471 -0.073 -0.044 0.075
H 9.100491 6.147927 9.535749 0.127 -0.772 0.019
H 9.041118 7.729158 10.143839 -0.212 0.364 0.220
H 8.244876 7.346079 8.629754 -0.160 0.101 0.089
H 6.905333 4.001659 10.244843 -1.329 0.585 -0.443
H 5.544913 4.787308 9.193421 0.072 -0.315 -0.795
H 5.286614 4.587672 10.894702 0.084 -0.234 0.141
H 4.485536 7.678804 10.843787 0.786 -0.069 -0.489
H 4.930220 7.548685 9.104756 0.435 -0.093 0.783
Se 4.180072 11.521932 9.821160 0.302 -0.266 0.180
```
Forces are in eV/Å.

Output
M (g mol⁻¹): 462.589
Relative energy (zero: lowest compared OMol25 entry of this formula, charge and spin) (eV): 0.754
Charge: -2
⟨S²⟩: 6.100
Spin multiplicity: 5
LUMO (spin up / spin down) (eV): 5.02 / 4.99

Record 3
One molecule with the formula C15H22BN5O2S at a distorted geometry. Source: the OMol25 dataset; level of theory: ωB97M-V/def2-TZVPD.

```
46
Properties=species:S:1:pos:R:3:forces:R:3
C -0.601764 2.913658 -0.252556 -0.035 -0.461 -0.193
B -1.304388 1.597245 0.298635 -0.280 0.830 0.271
O -1.877227 1.701863 1.554256 0.546 -0.682 -0.225
C -1.314160 0.214593 -0.527369 0.207 -0.223 -0.514
C -2.641017 -0.274857 -1.201067 0.203 0.292 1.409
C -3.962686 -0.004404 -0.458945 -1.220 -1.330 -0.679
N -4.455881 1.358180 -0.653420 0.881 -0.101 0.206
N -3.936500 -0.382072 0.942781 0.158 0.479 -0.299
N -5.013356 -0.876170 -1.103936 0.522 0.463 -0.486
N -0.366949 0.271888 -1.677245 0.335 -0.051 0.027
C 0.800131 -0.469475 -1.494616 -0.471 0.762 0.477
O 1.522532 -0.902086 -2.359959 -0.182 0.477 0.484
C 0.882715 -0.649510 0.042348 0.774 -1.464 -0.548
C 1.919995 -1.739462 0.384767 0.650 0.473 -0.015
C 3.307791 -1.098911 0.326746 -1.073 -0.689 0.376
C 4.109889 -1.148745 -0.782164 -0.056 -0.681 -1.424
C 5.335914 -0.530222 -0.817706 -0.038 0.061 -0.135
C 5.742693 0.146246 0.299094 1.663 0.872 0.004
C 4.985388 0.185110 1.435981 -0.328 0.143 0.745
C 3.762729 -0.444235 1.443724 -0.105 0.335 0.798
C -0.601254 -0.924569 0.287902 -0.357 -0.475 -0.405
N -1.085970 -1.176521 1.664010 1.501 0.726 0.379
C -0.379621 -0.844199 2.594608 -0.699 -0.043 -0.459
S 0.503698 -0.328783 3.785965 -0.184 -0.126 0.018
H -0.723690 3.036742 -1.334923 0.148 0.133 0.087
H 0.477925 2.854527 -0.048739 -0.060 -0.019 -0.146
H -0.969326 3.805746 0.255374 -0.055 -0.077 -0.034
H -1.209235 1.707636 2.251670 -0.267 0.356 0.206
H -2.536459 -1.357483 -1.328049 0.010 0.082 -0.084
H -2.687665 0.148150 -2.206346 -0.144 0.088 0.106
H -3.765506 1.853595 -1.207769 -0.226 0.316 0.067
H -4.533082 1.826327 0.242544 0.038 0.006 -0.022
H -3.502381 -1.292472 1.041083 -0.022 0.025 0.136
H -4.914489 -0.475464 1.200417 0.073 -0.141 0.155
H -4.612634 -1.800322 -1.254209 -0.125 -0.053 0.161
H -5.129302 -0.497511 -2.043500 -0.357 -0.069 0.068
H -0.318351 1.137590 -2.191976 -0.043 -0.280 -0.414
H 1.260478 0.284570 0.475567 -0.399 0.131 -0.022
H 1.914063 -2.564902 -0.330426 -0.404 0.030 0.067
H 1.804730 -2.125870 1.400072 -0.284 -0.067 -0.110
H 3.783356 -1.673310 -1.672128 -0.181 -0.010 0.113
H 5.955743 -0.544841 -1.702912 -0.037 -0.093 -0.045
H 6.695744 0.666990 0.278942 -0.019 -0.058 0.051
H 5.306370 0.690992 2.337693 0.198 0.080 -0.123
H 3.162515 -0.407112 2.346889 -0.079 -0.084 -0.049
H -0.791501 -1.868140 -0.241109 -0.176 0.115 0.019
```
Forces are in eV/Å.

Output
M (g mol⁻¹): 347.253
Charge: 0
Spin multiplicity: 1
Structure (SMILES): CB(O)[C@@]1(CC(N)(N)N)NC(=O)[C@H](Cc2ccccc2)[C@H]1N=C=S
LUMO (eV): 0.06

Record 4
C15H22GaO as an isolated structure at a distorted geometry. Source: the OMol25 dataset; level of theory: ωB97M-V/def2-TZVPD.

```
39
Properties=species:S:1:pos:R:3:forces:R:3
C 1.973320 1.348237 -0.205387 -0.164 0.441 0.088
C 1.180101 2.772391 -0.451707 0.589 0.040 -1.922
O 1.180266 3.670671 0.732352 1.437 -0.720 -0.548
C -0.336967 2.551204 -1.041482 1.358 0.828 -0.298
Ga -1.668676 1.673064 0.272902 -0.414 0.122 -0.237
H 1.324018 0.487218 -0.702014 1.614 1.717 1.171
H 2.097227 1.171844 0.944831 -0.443 0.154 -2.126
H 3.069125 1.408931 -0.667364 -2.361 -0.264 0.817
H 1.788264 3.331460 -1.313613 -1.020 -0.980 1.757
H 2.128041 3.883923 1.018788 -1.974 -0.740 -0.944
H -0.252792 1.882554 -2.012637 0.041 1.414 1.839
H -0.753537 3.608140 -1.349005 0.877 -1.966 0.424
H -2.563464 2.780916 1.060414 0.163 -0.010 -0.006
H -1.026399 0.630039 1.298785 0.255 -0.063 0.123
H -2.725541 0.827777 -0.633415 0.017 -0.027 -0.092
C 6.846957 -0.654062 -0.870723 -0.098 -0.180 0.056
C 5.732695 -0.472082 -0.052145 0.058 -0.131 -0.047
C 4.957250 -1.567985 0.325336 0.135 -0.055 -0.062
C 5.302249 -2.848432 -0.108192 0.116 0.183 -0.042
C 6.418736 -3.030818 -0.923715 -0.034 0.149 0.043
C 7.188790 -1.933698 -1.308799 -0.151 0.034 0.129
H 7.449077 0.200701 -1.167496 -0.091 -0.115 0.037
H 5.467927 0.524845 0.291252 0.000 -0.169 -0.070
H 4.085219 -1.425017 0.957660 0.112 0.006 -0.118
H 4.700900 -3.703207 0.189887 0.074 0.131 -0.050
H 6.688391 -4.028944 -1.260136 -0.044 0.147 0.038
H 8.055317 -2.075487 -1.948653 -0.103 0.015 0.078
C -7.252026 -2.044783 0.359129 0.039 0.159 0.051
C -5.857893 -2.078593 0.354813 -0.126 0.206 0.080
C -5.130999 -0.950703 0.734680 -0.081 -0.090 0.058
C -5.799085 0.208995 1.128730 -0.099 -0.085 0.006
C -7.193275 0.241524 1.136624 0.120 -0.189 -0.060
C -7.920123 -0.883411 0.747833 0.168 -0.058 -0.008
H -7.818172 -2.922900 0.059745 0.052 0.101 0.029
H -5.337418 -2.984520 0.054334 -0.061 0.135 0.028
H -4.044714 -0.975200 0.724778 -0.155 0.134 -0.042
H -5.232800 1.086480 1.429485 0.012 -0.145 -0.123
H -7.713755 1.144836 1.445296 0.076 -0.117 -0.054
H -9.006231 -0.855910 0.748829 0.104 -0.011 0.000
```
Forces are in eV/Å.

Output
M (g mol⁻¹): 288.063
Charge: -1
Spin multiplicity: 1
LUMO (eV): 2.67

Record 5
C15H22IrN4O6S as an isolated structure. Source: the OMol25 dataset; level of theory: ωB97M-V/def2-TZVPD.

```
49
Properties=species:S:1:pos:R:3:forces:R:3
Ir 1.120646 -0.852856 -1.225645 0.011 -0.322 -0.511
N 1.402978 -1.796512 0.888688 -0.077 0.057 -0.092
C 0.745866 -3.131472 0.982390 0.009 0.254 -0.106
C 0.040062 -3.472524 2.304665 0.192 0.121 0.314
C -1.424241 -3.087241 2.536618 -0.043 -0.053 -0.237
C -1.759507 -1.611279 2.705126 0.247 0.026 0.214
N -1.291420 -1.180105 4.041521 -0.105 -0.060 -0.168
C -1.150931 0.063444 4.482130 -0.076 0.146 0.029
N -1.225657 1.092523 3.637475 0.125 0.075 0.265
N -0.907878 0.292064 5.773068 0.023 -0.027 -0.099
C -0.148620 -3.356352 -0.225711 -0.565 -0.155 -0.115
O -0.978721 -4.225748 -0.212939 0.326 0.474 -0.309
O 0.108676 -2.559753 -1.270509 -0.243 -0.447 0.102
H 2.413039 -1.856748 0.950023 0.051 -0.060 0.150
H 1.100924 -1.163543 1.617152 -0.034 0.015 0.117
H 1.514064 -3.890036 0.839638 0.275 0.077 0.099
H 0.656399 -3.106348 3.136411 0.059 -0.081 -0.134
H 0.075954 -4.558010 2.355074 -0.030 -0.072 0.146
H -1.751933 -3.593963 3.451805 -0.016 -0.070 -0.122
H -2.032779 -3.503853 1.735110 -0.028 0.073 0.007
H -2.835997 -1.467276 2.629217 -0.089 0.050 0.034
H -1.291458 -0.995754 1.930607 0.081 -0.017 0.056
H -1.337075 -1.894819 4.750613 0.042 -0.101 0.036
H -1.504489 0.968002 2.686215 -0.102 -0.064 -0.245
H -1.123636 2.035355 3.972506 -0.022 0.027 -0.014
H -0.866342 -0.458491 6.442103 0.022 -0.011 -0.014
H -0.774783 1.224182 6.127158 -0.021 0.018 -0.004
C 5.167008 -0.281629 -2.907388 -0.105 0.061 -0.015
O 3.707261 -0.480690 -2.985410 0.130 0.040 -0.251
C 3.040571 -0.403002 -1.898964 -0.577 -0.213 0.366
O 3.425925 -0.170166 -0.761882 0.530 0.176 0.367
H 5.368219 0.781261 -2.982015 -0.006 0.055 0.009
H 5.564988 -0.814695 -3.758463 0.027 -0.041 -0.080
H 5.538441 -0.684042 -1.972410 0.013 -0.044 0.054
O -1.408208 4.875145 -5.926398 0.042 0.120 0.227
C -1.510497 5.015147 -4.597761 -0.025 -0.163 -0.192
O -1.686850 6.073399 -4.079793 -0.043 0.147 0.039
C -1.360769 3.791842 -3.724715 0.024 -0.005 0.011
C -0.379064 2.819942 -3.969607 -0.086 0.117 -0.091
C -0.181478 1.807690 -3.069048 -0.286 0.069 0.290
C -0.985820 1.744279 -1.895084 0.108 0.048 -0.165
S -0.758444 0.566627 -0.702489 -0.088 -0.027 0.307
C -2.013402 2.707623 -1.681935 0.129 -0.120 -0.065
C -2.174981 3.725251 -2.578246 -0.010 0.118 -0.166
H -1.363540 3.956745 -6.212781 -0.031 -0.130 -0.003
H 0.239852 2.873821 -4.857269 -0.013 0.041 0.024
H 0.571500 1.053808 -3.249179 0.073 -0.059 0.010
H -2.650828 2.634902 -0.808314 0.094 -0.024 -0.045
H -2.923029 4.493850 -2.421351 0.088 -0.036 -0.032
```
Forces are in eV/Å.

Output
M (g mol⁻¹): 578.647
Relative energy (zero: lowest compared OMol25 entry of this formula, charge and spin) (eV): 0.000
Charge: +2
⟨S²⟩: 8.792
Spin multiplicity: 6
LUMO (spin up / spin down) (eV): -5.42 / -9.01